Entry 1:
96
Properties=species:S:1:pos:R:3:forces:R:3:lowdin_spin:R:1 method="wB97M-V/def2-TZVPD" spin_multiplicity=4 molar_mass_g_mol=916.6 relative_energy_kcal_mol=0.0 homo_energy_ev="-4.50 / -7.44" homo_lumo_gap_ev="5.99 / 8.25" e_tot_ha=-5052.16091 lumo_ev="1.5 / 0.8" charge=-1
Ti -33.54332 -22.17608 -5.69100 -0.4 0.8 -0.8 2.4299
S -31.30814 -21.21213 -7.01848 -0.9 2.1 -1.2 0.0325
O -31.34125 -21.52728 -5.56843 -0.7 -0.8 1.4 0.0521
O -30.72740 -22.26900 -7.77161 1.6 -1.6 -0.7 0.0079
O -32.74182 -21.09660 -7.44180 -1.6 -0.5 0.7 0.0503
O -30.74745 -19.88979 -7.25062 1.1 0.3 0.4 0.0024
C -27.89095 -19.28791 -5.37519 -1.1 0.6 -0.4 0.0001
C -29.14528 -19.26692 -4.47392 -0.8 0.7 -2.3 0.0002
O -28.75128 -19.77162 -3.26436 1.9 -1.5 1.8 0.0001
C -27.42945 -20.10302 -3.31447 3.0 1.0 1.0 0.0000
O -26.68306 -20.49799 -2.43831 -2.6 0.2 -1.4 0.0000
O -26.85299 -19.68297 -4.51625 -1.1 -0.9 0.9 0.0000
H -27.70708 -18.28274 -5.75456 0.3 -0.1 -0.1 0.0000
H -28.07522 -19.96848 -6.20645 0.4 -0.1 0.0 0.0001
H -29.92210 -19.88915 -4.91829 0.0 0.1 0.2 0.0001
H -29.50449 -18.24394 -4.36178 -0.1 0.0 0.2 0.0000
C -31.60448 -22.98972 -2.86254 -0.3 -0.3 0.3 0.0485
C -32.40366 -24.25696 -2.77228 -1.1 0.6 -1.2 0.0473
O -31.68181 -25.03445 -1.86163 -1.3 -2.5 -0.8 0.0063
C -30.89199 -24.30852 -1.12455 1.4 -0.6 3.2 0.0015
O -30.34055 -24.74152 -0.11028 -1.0 1.5 -2.6 0.0007
O -30.86567 -23.07101 -1.61437 0.9 1.5 -0.3 0.0073
H -32.27364 -22.12934 -2.87235 0.5 0.2 0.2 0.0368
H -31.03155 -23.01365 -3.78951 0.8 0.5 0.5 0.0089
H -32.51910 -24.70605 -3.75874 0.3 -0.5 0.2 0.0405
H -33.42410 -24.00929 -2.47996 -0.1 -0.5 0.7 0.0161
C -30.55241 -25.41186 -7.02425 -0.8 -0.6 2.5 0.0063
C -30.63589 -26.05957 -5.56142 -1.5 1.1 -1.4 0.0038
O -30.55368 -27.42602 -5.81693 1.3 -1.9 0.2 0.0007
C -30.68676 -27.72379 -7.13345 0.1 -0.6 0.9 0.0002
O -30.69421 -28.83763 -7.58480 -0.1 1.5 0.3 0.0003
O -30.85826 -26.56721 -7.77739 0.3 0.0 -2.2 0.0013
H -29.60755 -24.91653 -7.24781 0.0 -0.3 -0.4 0.0001
H -31.40482 -24.74047 -7.12780 0.5 0.3 -0.1 0.0111
H -31.68281 -25.97532 -5.26993 0.0 0.8 0.5 0.0056
H -29.96922 -25.70748 -4.77423 0.2 -0.2 -0.3 0.0001
C -30.81041 -20.29475 -10.29792 -0.1 -3.2 3.5 0.0002
C -32.31275 -19.90332 -10.26225 2.4 -0.2 -1.9 0.0002
O -32.19330 -19.19974 -11.52660 -2.2 1.6 -0.5 0.0000
C -31.15896 -19.55479 -12.29343 1.1 1.4 -2.1 0.0000
O -30.95616 -19.16622 -13.43217 -0.7 -1.0 2.2 0.0000
O -30.30600 -20.30449 -11.57205 -0.5 1.0 -2.0 0.0001
H -30.67523 -21.34584 -10.04288 0.0 0.3 1.0 0.0001
H -30.21296 -19.69224 -9.61372 -0.1 0.1 -0.2 0.0001
H -32.53412 -19.31991 -9.36854 -0.1 0.4 -0.6 0.0001
H -33.07676 -20.65911 -10.44439 0.3 -0.3 0.4 0.0001
C -32.71575 -18.63910 -4.72443 -0.3 -0.1 0.0 0.0092
C -32.39251 -17.99522 -3.42282 2.2 0.0 0.4 0.0007
O -33.56431 -17.29628 -3.08159 0.3 0.1 0.5 0.0010
C -34.56913 -18.00367 -3.63830 -3.8 2.1 1.9 0.0016
O -35.73867 -17.87457 -3.29934 2.2 -0.4 -0.6 0.0007
O -34.15554 -18.73201 -4.61352 0.8 -1.9 -2.0 0.0169
H -32.25796 -19.62054 -4.84815 -0.2 0.1 -0.2 0.0072
H -32.44827 -17.95646 -5.53100 -0.3 -0.4 -0.2 0.0001
H -31.49906 -17.39391 -3.59095 -0.4 0.8 0.3 0.0000
H -32.07261 -18.66113 -2.62136 -0.5 -0.4 0.1 0.0002
C -30.28153 -16.85643 -8.49562 -0.6 -1.5 0.9 0.0001
C -31.73487 -17.00067 -7.91879 0.8 0.4 -2.0 0.0001
O -32.43932 -16.40384 -9.05970 -0.7 0.3 0.4 0.0001
C -31.63236 -16.27595 -10.15835 -2.3 1.8 -1.5 0.0000
O -31.93986 -15.72132 -11.19747 0.2 -1.2 2.0 0.0000
O -30.47645 -16.79562 -9.89523 2.0 -0.2 -0.1 0.0000
H -29.67018 -17.75282 -8.39157 0.1 0.3 0.8 0.0001
H -29.83260 -15.94443 -8.10214 0.3 0.0 -0.3 0.0000
H -31.89296 -16.41276 -7.01465 -0.1 0.2 -0.3 0.0000
H -32.09073 -18.02141 -7.77894 0.3 0.0 0.0 0.0001
C -31.98033 -24.01953 -9.95294 -0.6 0.5 0.6 0.0010
C -33.26509 -23.73433 -9.16221 1.6 -0.1 0.2 0.0147
O -34.25858 -24.33558 -9.96488 -0.2 0.0 0.1 0.0019
C -33.80184 -24.18745 -11.23125 -2.1 -0.6 -1.2 0.0002
O -34.49572 -24.26702 -12.20234 -0.2 -0.1 0.2 0.0002
O -32.52491 -23.94714 -11.28643 2.2 0.4 0.3 0.0005
H -31.54443 -25.00439 -9.78512 -0.1 0.0 0.0 0.0000
H -31.26750 -23.23208 -9.70823 0.1 -0.2 -0.6 0.0001
H -33.40893 -22.65386 -9.16270 -0.1 0.0 0.4 0.0005
H -33.16839 -24.13570 -8.15342 -0.7 0.0 0.0 0.0236
C -27.45267 -23.01002 -6.06643 0.0 -0.2 0.8 0.0002
S -27.17806 -24.64578 -5.16335 2.1 1.6 0.1 0.0003
O -25.65066 -24.68202 -5.04452 -2.0 -0.3 -0.1 0.0000
C -27.80874 -24.09476 -3.52292 -0.4 0.3 -0.2 0.0001
H -26.91661 -22.22481 -5.53334 0.2 -0.2 0.4 0.0000
H -28.50131 -22.71376 -6.09226 -0.2 -0.3 -0.3 0.0002
H -26.98004 -23.02691 -7.04849 -0.3 -0.6 0.0 0.0000
H -27.41601 -23.09962 -3.31420 0.2 -0.1 0.1 0.0000
H -27.61766 -24.78417 -2.70056 0.6 -0.2 -0.4 0.0000
H -28.89660 -24.02644 -3.51936 -0.2 0.1 -0.5 0.0001
C -35.63543 -20.20018 -8.53949 -0.1 0.1 -0.7 0.0015
S -36.42372 -21.63581 -7.67451 0.1 2.0 0.1 0.0227
O -35.68955 -21.68740 -6.35438 0.9 -0.8 0.6 0.0716
C -37.96845 -20.78764 -7.18685 0.2 -0.4 -0.7 0.0008
H -34.82319 -19.74962 -7.96910 -0.1 -0.6 0.4 0.0004
H -36.30845 -19.38364 -8.80100 -0.5 -0.3 0.3 0.0001
H -35.23270 -20.53683 -9.49478 0.1 -0.3 0.1 0.0002
H -38.62453 -21.55788 -6.78141 0.1 0.2 0.3 0.0001
H -38.42816 -20.37852 -8.08652 0.0 -0.1 -0.1 0.0001
H -37.73044 -19.96698 -6.51011 0.1 -0.3 0.2 0.0002

---

Entry 2:
78
Properties=species:S:1:pos:R:3:forces:R:3:mulliken_charge:R:1 method="wB97M-V/def2-TZVPD" molar_mass_g_mol=653.6 relative_energy_kcal_mol=15.6 homo_energy_ev=-11.44 homo_lumo_gap_ev=9.26 e_tot_ha=-5128.42075 lumo_ev=-2.2 charge=+1
Zn 0.10346 -0.14634 -0.06458 0.0 0.4 -0.1 -0.4647
C -0.93252 -1.60455 2.56302 0.0 0.1 0.0 -0.7259
C -2.22886 -1.43930 1.72216 -0.1 0.0 -0.1 -0.8129
S -2.29118 -0.32450 0.26458 0.2 0.0 0.0 -0.0718
C -2.63934 -1.24740 -1.28307 0.0 0.0 0.0 -0.8782
C -1.52885 -1.74173 -2.22636 0.0 0.0 0.0 -0.3829
S -0.12260 -0.59148 -2.50629 0.0 -0.1 0.2 -0.1669
C 1.31052 -1.74145 -2.54195 -0.1 0.1 -0.1 -0.4368
C 2.58357 -1.34741 -1.74780 0.1 0.0 0.1 -1.1403
S 2.52319 -0.11781 -0.38620 -0.2 -0.1 0.0 0.2696
C 2.95991 -0.85462 1.23561 0.1 0.0 -0.1 -0.5759
C 1.89965 -1.36277 2.22607 0.0 0.0 0.0 -0.8396
S 0.38575 -0.33318 2.40514 -0.1 -0.2 -0.2 -0.0264
H -0.46264 -2.55653 2.34682 0.0 0.0 0.0 0.1988
H -1.22944 -1.60901 3.60998 0.0 0.0 0.0 0.6145
H -3.00622 -1.02122 2.35815 0.0 0.0 0.0 0.5079
H -2.56505 -2.42597 1.40553 0.0 0.0 0.0 0.4044
H -3.26980 -0.52886 -1.80696 0.0 0.0 0.0 0.4325
H -3.27556 -2.09610 -1.03122 0.0 0.0 0.0 0.4747
H -1.99864 -1.91024 -3.19494 0.0 0.0 0.0 0.5785
H -1.11052 -2.68073 -1.88534 0.0 0.0 0.0 0.1400
H 1.60339 -1.83780 -3.58589 0.0 0.0 0.0 0.6030
H 0.93677 -2.70251 -2.21183 0.0 0.0 0.0 0.1641
H 3.29204 -0.88355 -2.43141 0.0 -0.1 0.0 0.5441
H 3.05078 -2.25519 -1.36717 0.0 0.0 0.0 0.4377
H 3.51678 -0.02969 1.68256 0.0 -0.1 0.0 -0.1044
H 3.67703 -1.65721 1.06144 0.0 0.0 0.0 0.6520
H 2.38077 -1.39342 3.20370 0.0 0.0 0.0 0.6170
H 1.57498 -2.36522 1.97595 0.0 0.0 0.0 0.4707
C 3.41395 4.22681 -2.63361 0.0 -0.1 0.0 -2.0169
C 3.77543 4.56335 -1.17828 0.0 0.0 0.0 2.7291
C 5.19066 5.16493 -1.21591 0.0 0.0 0.0 -2.1032
C 3.87238 3.26769 -0.36429 0.0 0.0 0.0 -1.2695
C 2.75160 5.61520 -0.62332 -0.1 0.0 0.0 1.4598
O 2.84181 6.77124 -1.47442 0.1 0.1 0.0 -0.6851
C 2.99566 6.14593 0.81868 0.0 -0.1 0.0 -1.4434
C 2.38686 5.52472 2.08813 0.1 0.0 0.0 -1.3912
C 3.01938 4.27068 2.63931 0.0 0.0 -0.1 0.2272
C 2.24332 3.14944 2.90460 0.0 0.0 -0.1 -0.2149
C 2.80695 1.97431 3.37932 0.0 0.0 0.1 -1.0785
C 4.17226 1.91736 3.59386 0.0 0.1 0.0 0.0296
Cl 4.88865 0.43249 4.14016 0.0 -0.1 0.0 -0.1978
C 4.96592 3.03639 3.38940 0.0 0.0 0.0 -0.6108
C 4.38174 4.20441 2.92486 0.0 0.0 0.0 -0.3414
C 1.26172 5.29439 -0.92643 0.0 0.0 0.0 -2.2530
N 0.64576 4.06537 -0.42786 -0.1 0.0 -0.1 1.2212
C 0.74087 2.82331 -0.89045 0.2 -0.1 0.1 -0.1461
N 0.03578 2.00323 -0.12901 -0.3 0.1 -0.1 0.5031
C -0.54494 2.83779 0.77465 0.0 0.0 0.0 -0.7803
N -0.20409 4.08916 0.62349 0.1 0.1 0.1 -1.0358
H 4.22672 3.65467 -3.08286 0.0 0.0 0.0 0.4912
H 3.27048 5.13172 -3.22194 0.0 0.0 0.0 0.4226
H 2.51113 3.61878 -2.72596 0.1 0.1 -0.1 0.3178
H 5.87831 4.41253 -1.60478 0.0 0.0 0.0 0.5048
H 5.55809 5.44606 -0.22948 0.0 0.0 0.0 0.3813
H 5.25813 6.02651 -1.88191 0.0 0.0 0.0 0.5177
H 4.40243 2.51866 -0.95758 0.0 0.0 0.0 0.6803
H 2.91233 2.84311 -0.08224 0.1 0.0 0.0 -0.2198
H 4.43827 3.41404 0.55122 0.0 0.0 0.1 0.0770
H 3.63434 7.26594 -1.24230 0.0 0.0 0.0 0.5204
H 2.60344 7.16491 0.77932 0.0 0.0 0.0 0.4390
H 4.07209 6.25441 0.95984 0.1 0.0 0.0 0.5060
H 1.32090 5.35931 1.95788 -0.1 0.0 0.0 0.5401
H 2.46780 6.29914 2.85644 0.0 0.0 0.0 0.5530
H 1.17481 3.19418 2.74224 0.0 0.0 0.0 0.5655
H 2.18882 1.11393 3.60367 0.1 0.1 0.0 1.1459
H 6.02729 2.98894 3.59074 0.0 0.0 0.0 0.4725
H 5.00980 5.07374 2.76602 0.0 0.0 0.0 0.4121
H 1.15803 5.29519 -2.00965 0.0 0.0 0.0 0.5997
H 0.65564 6.10983 -0.53830 0.0 0.0 0.0 0.3903
H 1.35432 2.52817 -1.72423 -0.1 0.0 0.0 0.2992
H -1.20813 2.50728 1.55736 0.0 0.0 0.0 0.4634
B 0.37343 -4.94654 0.16620 0.0 -0.1 0.0 0.6829
C 0.27287 -3.39278 0.09914 0.0 0.0 0.0 -1.3772
N 0.20176 -2.23854 0.04495 0.0 -0.3 0.0 0.8433
H -0.30724 -5.29675 1.10483 0.0 0.0 0.0 -0.1060
H -0.05542 -5.35658 -0.89133 0.0 0.0 0.0 -0.1142
H 1.54599 -5.20644 0.32002 0.0 0.0 0.0 -0.0936

---

Entry 3:
78
Properties=species:S:1:pos:R:3:forces:R:3:mulliken_charge:R:1 method="wB97M-V/def2-TZVPD" molar_mass_g_mol=653.6 relative_energy_kcal_mol=0.0 homo_energy_ev=-11.11 homo_lumo_gap_ev=8.79 e_tot_ha=-5128.44560 lumo_ev=-2.3 charge=+1
Zn 1.53026 -0.12405 -1.70052 0.1 0.4 0.1 0.0225
C 4.58908 0.38874 -0.02821 0.0 0.1 0.0 -0.3236
C 3.66786 -0.03744 1.11170 0.0 0.0 0.0 -1.1465
S 1.88796 0.18475 0.84547 0.0 0.2 0.0 0.4669
C 1.64622 1.91919 1.29469 0.0 0.1 -0.1 -0.7448
C 2.18767 2.97972 0.33894 0.0 0.0 0.1 -0.9121
S 1.47179 2.77237 -1.30799 -0.1 -0.1 0.0 -0.0755
C 2.83916 3.19356 -2.40816 0.0 0.0 0.0 -0.3046
C 2.56193 2.62920 -3.79683 0.0 0.0 0.0 -0.9817
S 2.30283 0.83965 -3.92399 0.0 -0.1 0.0 0.0246
C 3.98494 0.19624 -4.08631 0.0 0.0 0.0 -0.9049
C 4.88663 0.32064 -2.86215 0.0 0.0 0.0 -0.6788
S 4.17556 -0.60175 -1.47850 0.0 0.0 0.0 0.0044
H 5.62263 0.20661 0.26534 0.0 0.0 0.0 0.5692
H 4.47994 1.44605 -0.26802 0.0 0.0 0.0 -0.0406
H 3.92726 0.48778 2.03148 0.0 0.0 0.0 0.5874
H 3.78710 -1.10362 1.31191 0.0 0.0 0.0 0.3969
H 2.08029 2.05575 2.28631 0.0 0.0 0.0 0.7122
H 0.56580 2.02289 1.41530 0.1 0.0 -0.1 -0.1935
H 3.27346 2.93428 0.26756 0.0 0.0 0.0 0.4440
H 1.92659 3.96507 0.72425 0.0 0.0 0.0 0.5564
H 3.76205 2.79492 -1.98807 0.0 0.0 0.0 -0.0533
H 2.93543 4.27668 -2.48102 0.0 0.0 0.0 0.5467
H 3.37730 2.88401 -4.47495 0.0 0.0 0.0 0.5233
H 1.65670 3.07606 -4.21008 0.0 0.0 0.0 0.4654
H 4.44525 0.68293 -4.94636 0.0 0.0 0.0 0.5410
H 3.84142 -0.85323 -4.35190 0.0 0.0 0.0 0.4027
H 5.03531 1.36047 -2.57222 0.0 0.0 0.0 0.3542
H 5.86317 -0.09768 -3.10352 0.0 0.0 0.0 0.5081
C -2.97331 2.66259 1.57303 0.0 0.0 0.0 -2.1835
C -3.06096 1.19001 2.00352 0.1 0.0 0.0 2.8241
C -3.63659 1.18425 3.42799 0.1 0.0 0.1 -2.0484
C -1.64960 0.59773 2.10505 0.0 0.0 0.1 -0.9085
C -4.03304 0.41380 1.05489 -0.1 0.0 0.0 1.4823
O -5.31455 1.06279 1.17616 0.0 -0.1 -0.1 -0.6692
C -4.26773 -1.07775 1.40571 0.0 0.0 0.0 -1.3488
C -3.39625 -2.22335 0.86506 0.0 0.0 0.1 -1.5356
C -2.03686 -2.41361 1.48763 0.0 -0.1 0.0 -0.1780
C -0.89213 -2.39525 0.69947 0.0 0.0 0.0 -0.0334
C 0.37244 -2.52096 1.25743 -0.1 -0.2 0.1 -1.4427
C 0.49028 -2.66608 2.62753 -0.1 0.0 0.0 0.4100
Cl 2.07075 -2.76677 3.34357 0.1 0.0 0.0 -0.2419
C -0.63591 -2.74395 3.43477 0.0 0.0 0.0 -0.5948
C -1.89008 -2.62615 2.85673 0.0 -0.1 0.0 -0.1936
C -3.82548 0.66843 -0.46283 0.0 -0.1 0.0 -2.3338
N -2.58103 0.24221 -1.11037 -0.1 0.1 -0.2 1.2752
C -1.37871 0.79849 -1.09214 0.1 -0.1 0.1 0.0467
N -0.53707 0.08157 -1.82381 -0.1 0.2 -0.2 0.2300
C -1.33198 -0.90020 -2.34577 0.0 0.0 0.0 -0.9622
N -2.57131 -0.82428 -1.94770 0.0 0.0 0.1 -1.0415
H -2.46446 3.23438 2.35159 0.0 0.0 0.0 0.5157
H -3.96379 3.09413 1.43160 0.0 0.0 0.0 0.4191
H -2.40990 2.81364 0.64945 0.0 0.0 0.0 0.3107
H -2.93820 1.69709 4.09198 0.0 0.0 0.0 0.4845
H -3.76305 0.17437 3.82209 0.0 0.1 0.0 0.3766
H -4.58632 1.71575 3.49183 0.0 0.0 0.0 0.5256
H -1.00751 1.32163 2.61559 -0.1 0.0 0.0 0.8373
H -1.19067 0.34796 1.14808 -0.1 0.0 0.2 -0.6900
H -1.63433 -0.31415 2.70011 0.0 0.2 -0.1 -0.0374
H -5.75315 0.73794 1.96995 0.0 0.0 0.0 0.5232
H -5.27833 -1.27583 1.03946 0.0 0.0 0.0 0.4474
H -4.32803 -1.15739 2.49537 0.0 0.0 -0.1 0.4739
H -3.28583 -2.14191 -0.20979 0.0 0.0 -0.1 0.6040
H -3.98119 -3.13412 1.02293 0.0 0.0 0.1 0.5744
H -0.98192 -2.29469 -0.37618 0.0 -0.1 0.1 0.7695
H 1.25686 -2.52674 0.63224 -0.1 -0.1 0.0 1.0130
H -0.52622 -2.89596 4.49998 0.0 0.0 0.0 0.4832
H -2.76747 -2.69005 3.49150 0.0 0.0 0.0 0.4363
H -3.94907 1.73399 -0.64339 0.0 0.0 0.0 0.5257
H -4.61819 0.15210 -0.99787 0.0 0.0 0.0 0.3804
H -1.13755 1.68572 -0.53719 0.0 0.0 0.0 0.1259
H -0.96832 -1.67763 -2.99780 0.0 0.0 0.0 0.6091
B 1.51666 -4.72982 -2.44093 0.0 0.0 0.0 0.4789
C 1.49092 -3.18674 -2.19443 0.0 -0.2 -0.1 -0.1483
N 1.47262 -2.04279 -2.01078 0.0 -0.1 -0.1 0.0220
H 0.62038 -5.19348 -1.77247 0.0 0.0 0.0 -0.1299
H 1.33445 -4.88164 -3.62768 0.0 0.0 0.0 -0.1209
H 2.60921 -5.10904 -2.08527 0.0 0.0 0.0 -0.1279